26
Properties=species:S:1:pos:R:3:forces:R:3 method="wB97M-V/def2-TZVPD" lumo_energy_ha=0.187 homo_energy_ev=2.6916 multiplicity=1 charge=-3 total_energy_ha=-830.10796 orbital_gap_ev=2.4
Ag 1.68035 -0.56251 -1.62987 0.75 -0.10 -0.93
O -1.27869 -0.83096 -5.07699 -0.93 -0.18 0.32
H -2.19633 -1.16599 -5.09237 0.33 0.08 -0.01
O 3.81686 -2.66407 -5.03956 -0.09 -0.79 -0.06
H 3.34725 -3.50618 -5.19715 0.14 0.47 0.10
O 5.44528 -1.20118 -0.23560 -0.36 0.15 0.83
H 5.37890 -1.02994 0.72399 0.02 -0.06 -0.41
O 2.66392 2.53615 -4.78163 -0.17 0.55 0.68
H 2.27902 2.80916 -3.92615 0.17 -0.08 -0.46
C 0.81086 1.67950 3.99245 -0.36 0.62 -0.12
C 1.77171 2.11354 2.91541 -0.03 -0.93 0.14
O 1.06077 2.59653 1.80619 0.06 0.36 -0.50
H 0.24875 2.57732 4.24946 -0.28 0.08 0.31
H 1.32234 1.35089 4.89715 -0.12 -0.40 -0.09
H 0.10140 0.98096 3.54882 0.11 -0.31 0.42
H 2.29193 1.23799 2.52696 0.33 0.16 0.07
H 2.48603 2.79934 3.37096 0.24 0.34 -0.42
H 0.61142 3.42402 1.99308 0.06 0.06 0.18
C -3.54293 -1.93155 0.11755 4.21 -0.41 -1.19
O -2.37060 -2.33266 0.12114 -1.20 -0.14 0.23
N -4.19040 -1.57833 -0.97021 -0.96 0.17 -2.54
N -4.21862 -1.67283 1.19686 -1.89 0.15 3.73
H -5.09506 -1.13807 -0.88159 0.46 -0.02 -0.61
H -3.60842 -1.49865 -1.79182 -0.34 0.14 -0.36
H -3.72982 -1.82730 2.06710 -0.50 0.26 -0.08
H -5.08591 -1.16519 1.09584 0.36 -0.15 0.77